Entry 1:
# C40H44BrClFIN4O8P2Sn

C40H44BrClFIN4O8P2Sn as an isolated structure in a non-equilibrium geometry (wB97M-V/def2-TZVPD, the OMol25 dataset).

Properties
**Highest occupied orbital energy**: -3.1 eV
**Charge**: -2

Each line ends with the Mulliken charge.
Element x y z (Å)
Sn: 14.140 14.259 12.151  0.988
O: 10.457 12.186 9.834  -0.784
C: 11.120 12.142 10.844  -0.521
O: 12.396 12.138 10.957  0.121
C: 10.415 12.132 12.217  0.283
C: 9.017 12.076 12.197  -0.784
C: 8.338 12.061 13.374  -0.507
C: 9.027 12.005 14.591  -0.766
C: 10.438 12.006 14.602  -0.441
C: 11.129 12.061 13.391  0.478
P: 12.964 12.095 13.325  0.793
C: 13.507 10.417 12.863  0.064
C: 14.653 10.288 12.056  -0.215
C: 15.125 9.048 11.728  -0.671
C: 14.393 7.883 12.057  -0.665
C: 13.237 7.992 12.818  -0.844
C: 12.817 9.267 13.238  -0.096
C: 13.278 12.184 15.162  0.766
C: 13.711 11.094 15.955  -0.622
C: 13.660 11.147 17.337  -0.707
C: 13.095 12.289 17.960  -0.629
C: 12.802 13.393 17.161  -0.526
C: 12.876 13.337 15.779  -0.325
H: 8.554 11.946 11.220  0.436
H: 7.217 11.957 13.328  0.258
H: 8.459 11.917 15.503  0.451
H: 10.956 11.881 15.555  0.245
H: 15.089 11.175 11.585  0.549
H: 15.960 9.009 11.085  0.537
H: 14.755 6.911 11.700  0.342
H: 12.642 7.114 12.990  0.374
H: 11.951 9.342 13.856  0.547
H: 14.057 10.180 15.495  0.366
H: 14.001 10.332 17.963  0.418
H: 12.935 12.333 19.033  0.366
H: 12.389 14.301 17.605  0.384
H: 12.535 14.183 15.199  0.454
N: 14.115 12.093 8.564  -0.027
C: 14.685 10.820 8.329  0.147
C: 15.540 10.920 7.071  -1.003
C: 16.974 11.455 7.252  -0.456
C: 17.166 12.864 7.778  -1.038
N: 17.058 12.959 9.220  -0.148
H: 13.595 12.135 9.413  -0.200
H: 13.410 12.292 7.846  0.127
H: 13.901 10.045 8.303  0.584
H: 15.342 10.605 9.174  -0.297
H: 14.977 11.678 6.474  0.291
H: 15.505 10.014 6.479  0.371
H: 17.343 11.531 6.222  0.445
H: 17.617 10.795 7.809  0.215
H: 16.569 13.628 7.297  0.436
H: 18.157 13.161 7.507  0.458
H: 17.521 12.191 9.746  0.179
H: 16.123 13.045 9.547  -0.037
Br: 15.782 20.559 13.491  -0.248
C: 16.477 19.663 11.927  0.144
C: 17.581 20.164 11.325  -0.522
C: 18.134 19.469 10.277  -0.397
C: 17.576 18.273 9.826  -0.563
C: 16.395 17.837 10.343  -0.376
C: 15.826 18.484 11.436  -0.032
I: 14.130 17.713 12.221  0.262
H: 17.997 21.090 11.630  0.419
H: 19.071 19.808 9.854  0.313
H: 18.161 17.684 9.081  0.330
H: 15.955 16.924 9.957  0.572
F: 12.756 15.389 13.237  -0.696
C: 11.215 15.549 10.157  -0.073
P: 11.784 16.049 8.471  0.311
C: 10.893 14.801 7.407  -1.017
C: 10.749 17.593 8.178  -1.104
H: 10.109 15.664 10.251  0.446
H: 11.734 16.153 10.910  0.064
H: 11.420 14.453 10.325  -0.604
H: 9.814 14.787 7.665  0.297
H: 11.271 13.833 7.636  0.147
H: 11.004 15.036 6.350  0.391
H: 9.652 17.382 8.197  0.274
H: 11.031 17.914 7.136  0.342
H: 11.057 18.407 8.826  0.328
Cl: 16.176 12.452 13.919  -0.085
C: 15.679 14.191 13.809  -0.878
H: 16.540 14.712 13.497  0.256
H: 15.521 14.527 14.853  0.466
O: 19.450 9.469 12.368  -0.832
C: 19.081 10.493 11.777  0.168
O: 18.455 10.627 10.720  -0.620
C: 19.448 11.799 12.558  0.398
C: 19.019 13.055 12.230  -0.089
C: 19.519 14.093 13.015  -0.045
C: 20.353 14.008 14.059  -0.513
C: 20.699 12.688 14.404  -0.246
C: 20.314 11.641 13.650  -0.649
N: 21.561 12.528 15.565  1.040
O: 21.908 11.400 15.869  -0.622
O: 21.929 13.550 16.206  -0.645
N: 19.083 15.493 12.666  1.127
O: 19.432 16.404 13.449  -0.713
O: 18.419 15.687 11.678  -0.485
H: 18.314 13.242 11.416  0.667
H: 20.676 14.915 14.594  0.552
H: 20.640 10.625 13.867  0.575

***

Entry 2:
# C23H43AlN2OP3Se

C23H43AlN2OP3Se as an isolated structure in a non-equilibrium geometry (wB97M-V/def2-TZVPD, the OMol25 dataset).

Properties
**Highest occupied orbital energy (alpha / beta)**: -16.7 / -16.7 eV
**Charge**: +3

Each line ends with the Mulliken charge.
Element x y z (Å)
Al: -0.655 0.030 -0.541  0.447
P: -1.326 -1.989 0.965  0.866
P: 1.703 -0.664 1.976  1.055
P: 1.701 -1.671 -1.218  0.607
H: -3.164 2.538 -4.567  0.351
C: -3.231 1.455 -4.718  -0.731
C: -2.992 0.530 -3.770  -0.160
H: -2.934 0.773 -2.693  0.146
C: -2.786 -1.757 2.048  -1.039
C: -0.430 -3.195 2.023  -1.270
C: -2.051 -3.015 -0.360  -1.111
C: 2.886 0.738 1.960  -1.488
C: 1.185 -0.428 3.741  -1.534
C: 2.880 -2.052 2.286  -1.464
C: 1.473 -1.697 -3.038  -1.219
C: 1.864 -3.487 -0.894  -1.294
C: 3.495 -1.256 -1.188  -1.032
H: -3.565 1.147 -5.714  0.274
H: -2.962 -0.530 -4.079  0.202
H: -3.542 -1.153 1.531  0.363
H: -2.509 -1.254 2.991  0.197
H: -3.208 -2.736 2.315  0.617
H: -0.036 -2.714 2.927  0.312
H: 0.397 -3.659 1.477  0.176
H: -1.130 -3.979 2.343  0.602
H: -2.582 -2.353 -1.058  0.402
H: -2.756 -3.726 0.094  0.501
H: -1.260 -3.550 -0.901  0.312
H: 3.588 0.609 2.794  0.561
H: 2.327 1.675 2.085  0.393
H: 3.427 0.782 1.007  0.341
H: 2.083 -0.528 4.358  0.715
H: 0.432 -1.156 4.055  0.418
H: 0.758 0.572 3.865  0.335
H: 3.401 -1.812 3.219  0.607
H: 3.608 -2.169 1.480  0.375
H: 2.324 -2.987 2.411  0.353
H: 2.315 -2.218 -3.523  0.567
H: 1.408 -0.668 -3.410  0.279
H: 0.536 -2.213 -3.283  0.393
H: 2.404 -3.949 -1.734  0.526
H: 0.871 -3.949 -0.806  0.280
H: 2.426 -3.670 0.035  0.367
H: 4.018 -1.883 -1.932  0.512
H: 3.952 -1.433 -0.202  0.259
H: 3.628 -0.194 -1.445  0.247
C: 1.334 2.272 -2.659  0.559
C: 0.045 2.397 -3.226  0.596
C: -0.127 3.117 -4.401  -0.646
C: 0.983 3.663 -5.064  -0.505
C: 2.269 3.468 -4.546  -0.762
C: 2.458 2.766 -3.353  -0.506
Se: 1.414 1.546 -0.953  0.251
H: -0.972 -0.250 -2.103  -0.443
H: -0.814 1.937 -2.728  -0.183
H: -1.149 3.228 -4.773  0.182
H: 0.818 4.234 -5.984  0.445
H: 3.114 3.875 -5.076  0.437
H: 3.444 2.613 -2.933  0.469
N: -2.609 1.674 5.533  -0.393
C: -2.199 0.923 4.482  0.399
O: -1.993 -0.302 4.616  -0.652
C: -2.037 1.619 3.168  -0.313
C: -2.463 2.918 2.882  -0.406
C: -2.196 3.431 1.608  -1.069
C: -1.617 2.633 0.623  -0.114
N: -1.327 1.313 0.859  0.602
C: -1.375 0.918 2.156  0.324
H: -2.779 1.181 6.404  0.291
H: -2.605 2.674 5.535  0.161
H: -2.961 3.522 3.639  0.510
H: -2.439 4.466 1.349  0.465
H: -1.333 3.031 -0.358  0.478
H: -0.850 -0.019 2.391  0.208

***

Entry 3:
# ClH2NO

A 2-piece molecular cluster, ClH2NO overall in a non-equilibrium geometry (wB97M-V/def2-TZVPD, the OMol25 dataset).

Properties
**Highest occupied orbital energy**: -10.0 eV
**SMILES string**: N=O.Cl

Each line ends with the Mulliken charge.
Element x y z (Å)
N: 1.042 -0.132 0.209  0.033
O: 2.086 -0.533 -0.221  -0.250
Cl: -2.574 -0.040 0.173  -0.222
H: 0.900 1.037 0.026  0.211
H: -1.454 -0.332 -0.187  0.228

***

Entry 4:
# C2H8O2

A 3-piece molecular cluster, C2H8O2 overall in a non-equilibrium geometry (wB97M-V/def2-TZVPD, the OMol25 dataset).

Properties
**Highest occupied orbital energy**: -9.6 eV

Each line ends with the Mulliken charge.
Element x y z (Å)
O: 1.325 -1.280 -2.322  -0.673
H: 0.932 -1.495 -3.171  0.293
H: 0.645 -0.739 -1.875  0.447
H: -0.935 -1.936 1.804  0.179
C: 0.144 0.666 0.039  0.157
O: -0.405 0.363 -1.075  -0.747
C: -0.547 1.129 1.168  -0.749
H: 1.041 0.074 0.303  0.376
H: 0.579 1.753 -0.009  0.223
H: -0.023 1.300 2.106  0.341
H: -1.589 1.413 1.043  0.317
H: -1.166 -1.248 1.989  -0.165

***

So what do the calculations give for energy above the lowest of the compared OMol25 structures with the same formula, charge and spin? Going down the list: 11.8; 22.3; 4.6; 101.0 kcal per mole.